This record from the OMol25 dataset describes a 8-piece molecular cluster, C43H64Cl14F9N3O6S overall in a non-equilibrium geometry. The level of theory is the ωB97M-V functional and the def2-TZVPD basis.

Each line ends with the Mulliken charge.
Geometry (Å):
C1 -4.342254 -2.841412 -1.769721  -0.67
C2 -3.264782 -2.400294 -0.653956  -0.35
C3 -3.283119 -3.442435 0.588999  -0.64
C4 -2.902377 -4.945169 0.144854  -0.29
C5 -1.952034 -5.644595 1.271166  -0.89
C6 -0.416160 -5.555826 0.795828  -0.82
C7 0.010174 -3.982483 0.866613  0.27
C8 1.629217 -3.965860 0.880524  -0.84
C9 2.279916 -2.668042 0.217882  0.47
C10 3.322567 -2.814407 -0.985525  0.16
C11 3.748505 -4.238224 -1.560125  -1.17
C12 2.763445 -4.782216 -2.728355  -0.03
C13 3.010268 -6.373737 -2.832762  0.37
O1 3.468878 -6.914776 -3.881736  -0.54
O2 2.729979 -7.278152 -1.742417  -0.46
C14 3.962937 -1.549036 -1.588932  -0.49
C15 3.652241 -0.070863 -1.097941  0.32
N1 4.328117 0.984672 -1.802039  0.11
C16 3.961237 2.222380 -1.192478  -0.21
C17 4.629649 3.549817 -1.845890  -0.48
C18 3.784614 4.144170 -3.075188  0.21
C19 3.052786 3.045983 -3.994137  -0.24
C20 1.493516 3.004714 -3.609498  -0.27
O3 0.717071 2.447112 -4.737322  -0.37
C21 -0.489246 1.964143 -4.103844  0.26
O4 -0.901903 0.814980 -4.413540  -0.50
C22 3.001581 2.425485 0.015764  -0.06
S1 2.652377 4.115883 0.748844  0.98
O5 1.305935 3.983111 1.454564  -0.61
O6 2.457239 5.181811 -0.307107  -0.59
C23 4.049320 4.496299 1.926128  0.60
F1 4.250683 5.897259 1.908681  -0.25
F2 5.244189 3.920521 1.351007  -0.27
C24 3.907414 3.849244 3.391108  0.54
F3 5.211843 3.337194 3.733326  -0.31
F4 3.046036 2.708505 3.437116  -0.16
C25 3.522585 4.875645 4.563041  0.48
F5 3.551299 4.104249 5.781829  -0.28
F6 4.507674 5.899304 4.766515  -0.25
C26 2.026167 5.470060 4.475247  0.59
F7 1.830874 6.372603 3.413820  -0.18
F8 1.846471 6.237058 5.680842  -0.26
F9 1.023846 4.462583 4.530452  -0.17
N2 2.322763 1.340171 0.647908  -0.24
C27 2.656946 0.069519 0.082303  0.22
C28 1.999127 -1.218523 0.687758  0.51
C29 0.981864 -1.013513 1.918904  -0.88
N3 -0.337587 -0.443234 1.442580  -0.53
H1 -5.067602 -3.591282 -1.290945  0.13
H2 -3.824791 -3.364772 -2.655133  0.25
H3 -4.856349 -1.891911 -2.139117  0.17
H4 -2.213527 -2.407720 -1.102231  0.09
H5 -3.519178 -1.327121 -0.336176  0.34
H6 -2.535032 -3.052485 1.381584  0.29
H7 -4.308401 -3.443650 1.107853  0.33
H8 -3.854883 -5.561122 0.022722  0.28
H9 -2.264531 -4.888088 -0.815199  0.22
H10 -2.266781 -6.742267 1.454161  0.29
H11 -2.134798 -5.074970 2.256765  0.38
H12 -0.281502 -5.887652 -0.303912  0.29
H13 0.210615 -6.208442 1.509944  0.38
H14 -0.356352 -3.582345 1.877776  0.25
H15 -0.430716 -3.367729 0.009736  -0.20
H16 1.959993 -4.948006 0.366158  0.19
H17 2.011371 -4.010543 1.966341  0.34
H18 3.734777 -5.043143 -0.736013  0.30
H19 4.829690 -4.227534 -1.966235  0.47
H20 3.104853 -4.319340 -3.721276  0.30
H21 1.654104 -4.555073 -2.529200  0.33
H22 3.507535 -7.240523 -1.129323  0.36
H23 4.717662 -1.679935 -2.464614  -0.24
H24 5.664923 3.216886 -2.246935  0.41
H25 4.806050 4.379876 -1.084287  0.16
H26 2.999729 4.927538 -2.780713  0.36
H27 4.527150 4.701698 -3.767756  -0.55
H28 3.560146 2.023468 -4.020959  0.05
H29 3.098556 3.451987 -5.079513  0.32
H30 1.139694 4.098437 -3.504455  0.23
H31 1.273776 2.455373 -2.630414  0.20
H32 -1.035771 2.635078 -3.346380  0.34
H33 1.429089 -0.250792 2.669337  0.23
H34 0.865489 -1.990300 2.499773  0.25
H35 -0.445603 0.435544 1.974400  0.32
H36 -0.214115 -0.136781 0.455759  0.27
Cl1 -2.792930 2.770805 7.667408  -0.19
C30 -1.055275 2.400442 7.540666  -0.39
C31 -0.688672 1.828830 6.185708  -0.28
Cl2 -1.359254 0.197192 5.938913  -0.19
H37 -0.795421 1.714235 8.348938  0.33
H38 -0.519233 3.337533 7.705133  0.26
H39 0.396645 1.740861 6.101871  0.21
H40 -1.041404 2.466564 5.372899  0.25
Cl3 -7.439780 -4.455942 -3.918511  -0.17
C32 -8.532137 -3.053234 -4.012686  -0.32
C33 -7.829861 -1.757927 -3.659145  -0.50
Cl4 -7.393100 -1.682916 -1.934314  -0.16
H41 -9.383003 -3.241011 -3.354235  0.12
H42 -8.901225 -3.008309 -5.039443  0.34
H43 -8.490632 -0.911062 -3.855822  0.36
H44 -6.919691 -1.621930 -4.246802  0.32
Cl5 -0.761414 10.122107 7.920635  -0.19
C34 0.768789 9.606292 7.168742  -0.21
C35 1.857390 9.361463 8.194478  -0.37
Cl6 2.401264 10.868780 8.971988  -0.19
H45 1.063874 10.368134 6.444719  0.35
H46 0.558150 8.683708 6.623788  0.05
H47 2.731471 8.922248 7.709136  0.21
H48 1.523798 8.677559 8.977155  0.35
Cl7 -8.735610 -5.123772 -0.913575  -0.11
C36 -10.417294 -4.843987 -0.398999  -0.56
C37 -11.382391 -5.817418 -1.044494  -0.42
Cl8 -11.553983 -5.533028 -2.794927  -0.19
H49 -10.675156 -3.808812 -0.632264  0.35
H50 -10.440329 -4.963073 0.686470  0.31
H51 -12.375483 -5.700712 -0.605719  0.34
H52 -11.065682 -6.851776 -0.898355  0.29
Cl9 8.204594 0.641053 -2.643735  -0.17
C38 7.958816 0.196518 -4.350964  -0.50
C39 6.502834 -0.081556 -4.665691  -0.03
Cl10 5.916914 -1.570971 -3.881841  -0.20
H53 8.588886 -0.667615 -4.570168  0.36
H54 8.313750 1.036701 -4.951245  0.30
H55 6.375338 -0.219022 -5.741365  0.39
H56 5.859722 0.742548 -4.349869  -0.09
Cl11 3.244224 6.390949 -6.913776  -0.17
C40 4.540696 7.540109 -6.499301  -0.53
C41 5.917185 6.916815 -6.616924  -0.45
Cl12 6.202801 5.679576 -5.367930  -0.15
H57 4.353771 7.911864 -5.490017  0.32
H58 4.453183 8.379535 -7.192061  0.36
H59 6.683821 7.683073 -6.485199  0.30
H60 6.065300 6.452857 -7.593800  0.32
Cl13 -9.426904 -7.363355 2.621899  -0.18
C42 -8.144567 -6.570786 3.572136  -0.53
C43 -7.197249 -5.771291 2.700296  -0.28
Cl14 -6.196013 -6.813888 1.660935  -0.18
H61 -7.616352 -7.341203 4.136984  0.36
H62 -8.641781 -5.908621 4.283957  0.31
H63 -6.511518 -5.197404 3.327169  0.33
H64 -7.737024 -5.071764 2.058535  0.16

Atoms 1-3, force components in eV/Å:
0.86 -0.01 0.17
-0.49 -0.72 0.12
0.34 0.69 -0.03

Output
**E_tot**: -10031.8077 Eh
**Highest occupied orbital energy**: -8.71 eV
**Frontier orbital gap**: 0.2545 Ha
**LUMO level**: -1.78 eV

---

This record from the OMol25 dataset describes C20H34CrN10O2S3 as an isolated structure. The level of theory is the ωB97M-V functional and the def2-TZVPD basis.

Each line ends with the Mulliken spin population.
Geometry (Å):
Cr1 -0.427709 0.298957 0.142844  1.07
C1 0.776606 -0.490580 3.330999  0.00
C2 2.222522 -0.024174 3.226494  0.00
S1 2.959715 -0.135248 1.570068  0.00
C3 3.666808 1.501351 1.340079  0.00
C4 2.682651 2.652501 1.424284  0.00
S2 1.100625 2.469473 0.508693  0.00
C5 -0.039865 3.122221 1.761543  0.00
C6 -0.187056 2.235737 2.991020  0.00
S3 -0.569691 0.503965 2.578327  -0.02
H1 0.501065 -0.583303 4.381752  0.00
H2 0.646554 -1.469015 2.867506  0.00
H3 2.794640 -0.669072 3.895205  0.00
H4 2.353116 0.986287 3.610788  0.00
H5 4.141822 1.462291 0.358973  0.00
H6 4.463066 1.690167 2.062157  0.00
H7 3.137378 3.559669 1.026407  0.00
H8 2.408505 2.856770 2.456833  0.00
H9 -0.996948 3.257925 1.258391  0.00
H10 0.305196 4.114992 2.052933  0.00
H11 -1.004694 2.607267 3.608113  0.00
H12 0.706555 2.247013 3.610946  0.00
N1 0.114861 0.007375 -1.902227  -0.01
C7 0.345000 -1.442609 -2.133726  0.00
C8 1.181917 -1.779074 -3.369312  0.00
C9 2.653156 -1.338972 -3.375502  0.00
C10 3.616089 -2.309801 -2.693442  0.00
N2 3.680146 -3.582686 -3.414002  0.00
C11 3.723473 -4.794586 -2.853617  0.00
N3 3.288146 -4.978239 -1.609871  0.00
N4 4.188417 -5.824589 -3.557423  0.00
C12 0.866243 -2.009864 -0.814574  0.00
O1 1.398635 -3.091489 -0.721489  0.01
O2 0.583746 -1.245070 0.210320  -0.02
H13 -0.561139 0.363185 -2.573005  0.00
H14 0.985621 0.506159 -2.083710  0.00
H15 -0.643660 -1.893439 -2.266370  0.00
H16 0.671674 -1.340477 -4.229633  0.00
H17 1.124511 -2.860275 -3.511349  0.00
H18 2.792291 -0.353959 -2.916101  0.00
H19 2.967554 -1.203590 -4.413020  0.00
H20 3.284824 -2.502765 -1.681299  0.00
H21 4.618126 -1.882026 -2.636604  0.00
H22 3.944140 -3.526546 -4.386938  0.00
H23 2.654104 -4.308324 -1.187995  0.00
H24 3.301569 -5.901177 -1.207344  0.00
H25 4.659625 -5.693125 -4.437110  0.00
H26 4.184940 -6.758257 -3.180734  0.00
N5 -0.923206 3.162274 -1.727024  0.00
C13 -2.034082 2.659042 -1.184377  0.00
N6 -3.129466 3.372317 -1.338152  0.00
C14 -4.264348 2.863878 -0.853637  0.00
N7 -5.364965 3.580885 -0.899146  0.00
N8 -4.352375 1.604384 -0.331601  0.00
C15 -3.232698 0.977803 -0.199143  0.00
N9 -1.982384 1.459272 -0.503296  -0.05
C16 -3.256009 -0.412843 0.282164  0.02
C17 -4.436580 -1.073890 0.564519  0.00
C18 -4.368936 -2.391326 0.992788  0.00
C19 -3.122895 -2.981559 1.129309  0.00
C20 -1.986896 -2.247145 0.834669  0.00
N10 -2.047004 -0.982317 0.401352  -0.02
H27 -1.002272 4.042043 -2.213485  0.00
H28 -0.022054 2.732974 -1.638523  0.00
H29 -5.350196 4.506037 -1.299854  0.00
H30 -6.233878 3.194055 -0.566286  0.00
H31 -5.374585 -0.552263 0.445937  0.00
H32 -5.271166 -2.943041 1.219283  0.00
H33 -3.018939 -4.002795 1.467457  0.00
H34 -1.003338 -2.677064 0.954164  0.00

Atoms 1-3, force components in eV/Å:
0.37 0.18 0.22
-0.01 -0.02 0.00
0.01 0.04 -0.01

Output
**Total charge**: +3
**E_tot**: -3718.9027 Eh
**Highest occupied orbital energy (spin up / spin down)**: -16.12 / -16.12 eV
**Frontier orbital gap (spin up / spin down)**: 0.2429 / 0.2617 Ha
**LUMO level (spin up / spin down)**: -9.51 / -9.00 eV
**⟨S²⟩**: 0.759
**Spin multiplicity**: 2

---

This record from the OMol25 dataset describes C22H19N4ORuS as an isolated structure in a non-equilibrium geometry. The level of theory is the ωB97M-V functional and the def2-TZVPD basis.

Each line ends with the Mulliken spin population.
Geometry (Å):
Ru1 -0.215316 -0.338579 -0.267876  0.84
C1 -2.346314 -0.584835 2.508693  -0.02
C2 -0.912170 -0.323637 2.837697  0.01
C3 -0.549537 -0.224642 4.181263  0.00
C4 0.761427 -0.052957 4.540164  0.00
C5 1.712077 0.043366 3.530772  0.00
C6 1.308505 -0.003894 2.224198  -0.01
N1 0.011979 -0.213161 1.860775  0.03
C7 2.275303 0.186606 1.110741  0.00
C8 3.633621 0.373935 1.255509  0.00
C9 4.433733 0.406394 0.122026  0.00
C10 3.862000 0.255531 -1.128397  0.00
C11 2.488883 0.131123 -1.217371  0.00
N2 1.731065 0.128391 -0.109446  0.02
C12 1.718363 0.004065 -2.473646  -0.01
C13 2.319161 0.119160 -3.702370  0.00
C14 1.537544 0.031753 -4.845660  0.00
C15 0.187393 -0.172685 -4.701523  0.00
C16 -0.383674 -0.291088 -3.434539  0.01
C17 -1.855956 -0.520921 -3.329363  -0.01
N3 0.379089 -0.203997 -2.325272  0.02
H1 -2.906941 -0.769338 3.420829  0.00
H2 -2.432797 -1.457793 1.867053  0.00
H3 -2.784070 0.280153 2.014061  0.00
H4 -1.320372 -0.305104 4.934484  0.00
H5 1.047161 0.004540 5.581955  0.00
H6 2.757424 0.162551 3.771193  0.00
H7 4.072563 0.480120 2.235714  0.00
H8 5.503902 0.536450 0.212562  0.00
H9 4.483133 0.234124 -2.010817  0.00
H10 3.382873 0.287320 -3.778146  0.00
H11 1.983217 0.130934 -5.826307  0.00
H12 -0.455219 -0.240823 -5.567755  0.00
H13 -2.293870 -0.579844 -4.321982  0.00
H14 -2.324615 0.304778 -2.798824  0.00
H15 -2.059933 -1.452519 -2.805038  0.00
O1 -1.906319 -1.304648 -0.415559  0.12
N4 -3.105381 -0.677136 -0.473138  -0.01
C18 -4.214381 -1.451076 -0.534389  0.00
C19 -5.441720 -0.861397 -0.593368  0.00
C20 -5.521519 0.539806 -0.592667  0.01
C21 -4.373299 1.290946 -0.527179  -0.01
C22 -3.130177 0.653981 -0.456989  0.01
S1 -1.635665 1.505163 -0.336496  -0.01
H16 -4.036195 -2.516330 -0.528203  0.00
H17 -6.323879 -1.481609 -0.644530  0.00
H18 -6.483794 1.031346 -0.641661  0.00
H19 -4.400102 2.372078 -0.528780  0.00

Atoms 1-3, force components in eV/Å:
-1.37 -0.32 -0.12
0.07 0.00 0.00
0.00 -0.10 -0.09

Output
**Total charge**: +2
**E_tot**: -1636.6076 Eh
**Highest occupied orbital energy (spin up / spin down)**: -14.38 / -14.34 eV
**Frontier orbital gap (spin up / spin down)**: 0.2585 / 0.2528 Ha
**LUMO level (spin up / spin down)**: -7.35 / -7.46 eV
**⟨S²⟩**: 0.758
**Relative energy (zero: lowest compared OMol25 entry of this formula, charge and spin)**: 0.00 kcal/mol
**Spin multiplicity**: 2

---

This record from the OMol25 dataset describes one molecule with the formula C26H28N4O2. The level of theory is the ωB97M-V functional and the def2-TZVPD basis.

Each line ends with the Mulliken charge.
Geometry (Å):
C1 -0.365448 -1.505340 -7.071007  -1.44
C2 -0.153137 -0.823646 -5.754128  1.17
C3 0.336682 0.473646 -5.715532  -0.83
C4 0.533928 1.126404 -4.511801  -0.98
C5 0.247262 0.476430 -3.328501  -0.54
C6 -0.228955 -0.829806 -3.353758  -0.36
C7 -0.445861 -1.493912 -4.561242  0.84
C8 -0.968131 -2.896184 -4.597328  -1.57
H1 -1.875092 -2.944019 -5.197565  0.35
H2 -0.233532 -3.563132 -5.049144  0.38
H3 -1.205639 -3.252844 -3.600691  0.37
N1 -0.485199 -1.462109 -2.118268  0.89
C9 0.400893 -1.678359 -1.118436  0.09
C10 -0.299833 -2.274730 -0.089032  0.38
C11 -1.619288 -2.360806 -0.558563  -0.83
N2 -1.714127 -1.876720 -1.780369  -1.14
H4 -2.482887 -2.756401 -0.062164  0.58
C12 0.316889 -2.645791 1.217397  -0.58
N3 -0.063776 -1.670245 2.224471  0.36
C13 -0.586094 -2.007258 3.410952  0.64
O1 -0.813061 -3.147817 3.764162  -0.72
C14 -0.901100 -0.806152 4.307803  -0.68
H5 -1.265365 -1.195904 5.258186  0.30
H6 -1.713088 -0.247835 3.835707  0.38
C15 0.308163 0.126314 4.518222  -1.05
N4 0.068347 1.465610 4.039939  0.12
C16 0.222695 1.844125 2.746578  0.15
O2 0.612911 1.118418 1.845992  -0.84
C17 -0.171925 3.264067 2.683178  0.48
C18 -0.179806 4.140036 1.611829  -0.34
C19 -0.609703 5.437324 1.837829  -0.63
C20 -1.020331 5.839850 3.101395  -0.42
C21 -1.014843 4.959144 4.174578  -0.78
C22 -0.586831 3.666669 3.952811  0.12
C23 -0.468578 2.504274 4.888487  -0.46
H7 -1.440229 2.210302 5.304075  0.30
H8 0.209040 2.713172 5.725106  0.31
H9 -1.337502 5.279773 5.153765  0.44
H10 -1.350944 6.856553 3.253089  0.38
H11 -0.626640 6.145838 1.023448  0.40
H12 0.141809 3.810711 0.636252  0.53
H13 0.562879 0.189236 5.578334  0.46
H14 1.178092 -0.263048 3.980751  0.51
H15 0.111597 -0.695627 1.993777  0.17
C24 1.845062 -2.691606 1.052031  -1.05
H16 2.305268 -2.759392 2.039573  0.39
C25 2.371014 -1.461496 0.309412  -0.41
H17 3.462701 -1.468143 0.314940  0.41
H18 2.035682 -0.555588 0.816029  -0.02
C26 1.866372 -1.437421 -1.136404  -0.55
H19 2.112089 -0.487364 -1.613344  0.46
H20 2.353136 -2.230474 -1.716563  0.26
H21 2.108572 -3.592660 0.493724  0.42
H22 -0.055255 -3.611801 1.577476  0.60
H23 0.373520 0.974732 -2.378961  0.84
H24 0.904057 2.140544 -4.497862  0.39
H25 0.561238 0.982535 -6.641918  0.35
H26 -1.414876 -1.767259 -7.201181  0.31
H27 -0.066523 -0.858508 -7.891702  0.39
H28 0.213696 -2.426309 -7.125832  0.31

Atoms 1-3, force components in eV/Å:
0.00 0.00 0.04
0.03 0.14 0.05
-0.02 -0.02 0.02

Output
**E_tot**: -1377.1391 Eh
**Highest occupied orbital energy**: -8.42 eV
**Frontier orbital gap**: 0.3269 Ha
**LUMO level**: 0.48 eV
**Relative energy (zero: lowest compared OMol25 entry of this formula, charge and spin)**: 0.00 kcal/mol

---

Look up the E_tot of the second one.
-3718.9027 Eh

---

What is the E_tot in the first record?
-10031.8077 Eh

---

The lowest E_tot belongs to which entry?
C43H64Cl14F9N3O6S